Record 1
ORCA calculation (ωB97M-V/def2-TZVPD) on C41H46ClInN10O3P as an isolated structure.

Last column: Mulliken charge in e.
Element x y z (Å)
C: -3.214 -0.276 4.198  -0.760
H: -1.303 -7.340 3.284  0.224
C: 4.968 -2.888 -2.031  -0.402
H: -5.725 8.085 0.187  0.360
H: 6.032 -2.788 -2.214  0.565
C: -1.050 -0.606 -1.361  -0.200
C: -6.164 8.538 2.237  -0.252
H: -3.754 3.572 -7.847  0.366
H: 5.218 -3.947 -0.170  0.385
H: 1.372 -7.588 3.578  0.245
H: 4.328 -1.839 -3.814  0.467
C: -2.662 5.285 5.812  -0.408
H: -1.443 2.746 -1.194  0.420
H: -2.804 7.374 6.280  0.417
H: -1.430 3.843 -7.051  0.397
H: 11.045 -4.933 -0.073  0.336
In: -0.163 -4.923 2.497  0.525
H: -2.413 -6.057 3.733  0.359
H: -4.400 6.048 0.793  0.423
H: 6.924 -4.981 -2.676  0.505
Cl: -1.006 -3.499 0.690  -0.518
C: -2.884 0.602 5.219  0.199
H: 9.808 -7.096 -0.325  0.364
C: -2.286 1.376 -5.121  0.222
H: 7.695 -7.096 -1.668  0.355
H: -1.825 0.771 7.091  0.349
C: 0.525 0.425 -2.655  -0.125
H: -1.446 -1.540 -0.974  0.360
H: -5.257 6.916 4.895  0.462
C: -4.157 1.939 -6.494  -0.247
H: 1.292 -3.298 -1.175  0.279
N: -2.928 4.022 6.131  -0.306
N: -6.048 8.235 3.527  -0.570
O: -2.616 -6.909 1.861  -0.190
H: 4.818 1.040 -5.499  0.360
N: 3.225 -3.668 -0.588  -0.207
H: -3.176 1.644 5.185  0.363
N: 2.214 -7.082 3.315  -0.633
H: 0.677 2.187 -7.803  0.373
N: -1.523 2.320 -5.670  -0.203
N: 2.781 0.767 -5.615  -0.281
H: 10.132 -2.907 -1.156  0.352
C: -3.999 4.807 8.120  -0.689
H: -4.035 6.937 8.415  0.396
C: 4.030 -2.362 -2.913  -0.387
N: -3.527 -5.983 1.498  0.269
H: -1.145 -1.615 7.082  0.323
C: 1.624 1.961 -7.333  -0.551
C: -1.757 -6.411 2.941  -0.635
N: -0.020 -0.699 -2.197  -0.228
C: 9.446 -6.189 -0.793  -0.185
H: -2.421 0.630 -0.271  0.427
C: 3.917 1.313 -6.039  -0.175
C: 7.846 -5.004 -2.104  -0.210
C: 2.688 -2.522 -2.614  -0.538
H: -6.743 9.424 1.998  0.346
C: -3.585 3.795 7.264  0.043
C: 4.514 -3.528 -0.883  -0.456
C: 9.618 -3.857 -1.257  -0.203
H: 1.905 -2.129 -3.246  0.508
C: -1.037 1.779 -1.467  -0.194
C: -5.342 7.151 3.840  -0.263
C: 3.985 2.191 -7.111  -0.519
H: -4.171 5.465 3.213  0.422
H: 4.939 2.604 -7.412  0.354
O: 1.539 -7.332 0.870  -0.536
H: 1.385 0.320 -3.308  0.446
C: 8.279 -6.196 -1.538  -0.520
H: -3.783 0.050 3.337  0.367
N: -2.082 -2.061 5.307  -0.369
H: 0.582 -7.500 0.905  0.308
C: -3.604 1.150 -5.500  -0.786
C: -1.590 0.612 -0.963  -0.636
C: -2.067 3.076 -6.621  -0.277
H: 0.494 2.568 -2.766  0.374
C: -5.593 7.788 1.219  -0.285
C: -1.752 -1.215 6.276  -0.439
C: -4.860 6.661 1.557  -0.500
C: -2.793 -1.597 4.286  -0.146
C: 2.336 -3.182 -1.445  -0.194
C: -3.722 6.120 7.778  -0.071
H: -4.173 0.368 -5.015  0.399
H: -4.531 4.561 9.029  0.363
O: -4.285 -6.415 0.696  -0.470
H: 2.446 -6.486 4.109  0.233
C: -3.038 6.366 6.597  -0.606
H: -3.017 -2.303 3.493  0.387
C: 1.660 1.090 -6.251  -0.044
H: -3.795 2.757 7.503  0.325
N: 8.496 -3.851 -1.972  -0.442
C: -2.132 0.120 6.281  -0.255
C: 10.132 -4.993 -0.650  -0.364
C: -4.731 6.335 2.897  -0.138
H: -2.124 5.444 4.884  0.512
P: 2.047 -6.081 1.867  0.194
C: 0.042 1.686 -2.332  -0.638
H: 2.825 3.202 -8.614  0.368
C: -3.371 2.927 -7.068  -0.491
H: -5.180 1.789 -6.814  0.376
H: -1.835 0.777 -4.338  0.248
H: 0.742 0.649 -5.881  0.368
H: 0.135 -3.958 3.890  -0.385
C: 2.812 2.520 -7.773  -0.258

Net charge: -1
Kohn-Sham gap (eV): 5.39
E (eV): -91289.8311
Lowest unoccupied orbital energy (eV): 1.8

Record 2
ORCA calculation (ωB97M-V/def2-TZVPD) on C41H46IN5OPSV as an isolated structure in a non-equilibrium geometry.

Last column: Löwdin spin population.
Element x y z (Å)
H: -4.160 -3.325 -2.819  0.000
H: 4.693 2.481 0.656  0.000
C: 3.954 -3.862 2.677  0.000
H: 2.261 4.490 4.462  0.000
H: 4.367 -1.855 1.992  0.000
H: -2.840 -4.726 2.280  0.000
C: 2.767 4.282 -1.673  0.000
C: 2.393 1.831 -1.563  0.000
C: 0.995 2.122 -1.339  -0.004
H: 3.632 -1.918 3.602  0.000
N: -4.672 -2.666 -0.267  0.010
H: -3.524 -3.219 2.891  0.000
C: 3.641 -2.376 2.610  0.000
H: 4.877 -3.973 3.248  0.000
H: 4.890 -4.000 0.728  0.000
C: 1.504 -1.157 1.984  0.004
H: 0.740 -3.971 -1.880  0.000
H: 3.840 5.860 3.149  0.000
H: -3.502 2.228 -5.762  0.000
C: 3.261 2.958 -1.720  0.000
H: -3.071 0.508 -0.152  0.001
N: -2.756 -3.154 0.937  0.015
N: 1.949 0.118 2.279  -0.001
C: -2.929 2.012 -4.871  0.002
H: -3.205 2.548 3.598  0.000
S: -0.175 -1.321 1.703  0.032
C: 0.580 3.435 -1.353  -0.001
C: -3.102 -1.530 -2.280  0.008
H: 4.845 -0.526 -1.996  0.000
C: 4.654 2.811 -1.945  0.001
C: 3.676 4.824 2.884  0.000
H: -6.468 -3.375 0.461  0.000
H: 5.061 4.866 1.247  0.000
C: -2.677 2.297 2.688  0.002
C: -5.484 -3.114 0.853  0.001
H: 0.518 -4.128 -0.159  0.004
C: -3.266 2.613 -3.666  0.000
C: -2.528 2.344 -2.522  0.003
C: 3.272 2.167 2.220  0.000
C: -2.602 1.169 0.568  0.004
H: -5.627 -2.296 1.570  0.001
H: 1.911 2.136 3.901  0.000
C: -3.442 -3.859 2.006  0.001
N: 2.300 -2.204 2.031  -0.004
C: 5.217 1.583 -2.040  0.000
O: 3.893 0.182 1.066  0.000
H: -1.574 0.681 -5.868  0.000
C: 3.117 0.741 1.804  0.000
C: -1.847 1.144 -4.930  0.000
C: 0.051 -3.709 -1.063  0.002
H: -4.102 3.298 -3.617  0.000
C: -1.319 1.662 0.326  0.009
C: 2.581 2.726 3.291  0.000
C: 4.170 2.935 1.486  0.000
H: 6.275 1.461 -2.224  0.000
C: -3.322 -2.582 -0.147  0.020
H: 1.810 -3.059 1.793  0.000
H: 4.366 -5.551 1.382  0.000
H: 3.188 -4.441 0.712  0.000
H: -2.799 2.821 -1.589  0.000
H: -0.832 -4.338 -1.240  0.007
H: -4.724 -5.112 0.818  0.000
H: 1.172 0.743 2.461  0.000
H: -4.276 1.106 1.895  0.000
H: -0.281 0.178 -3.843  0.002
C: 1.442 4.528 -1.505  0.000
H: -4.827 -1.851 -3.528  0.000
C: 3.048 0.557 -1.683  0.001
H: -1.747 -3.088 0.989  0.005
C: -0.718 2.456 1.298  0.002
H: -2.360 -1.682 -3.072  0.002
C: -4.377 -2.271 -2.628  0.001
P: -0.442 0.976 -1.125  0.035
C: -1.120 0.865 -3.785  0.005
N: -2.529 -1.982 -1.004  0.022
H: 3.182 -4.377 3.256  0.000
H: -5.412 -4.641 2.375  0.000
H: -5.647 -1.117 -1.320  0.000
C: 2.786 4.057 3.622  0.000
I: 2.207 -1.356 -1.544  0.016
H: 1.051 5.535 -1.489  0.000
H: 0.280 2.848 1.149  0.000
H: -0.920 3.413 3.200  0.000
H: 5.252 3.705 -2.051  0.000
C: 4.393 0.452 -1.914  0.001
C: -1.395 2.775 2.468  0.001
C: -4.816 -4.291 1.532  0.001
H: -3.297 -0.451 -2.256  0.000
H: -0.475 3.650 -1.231  0.000
C: -3.279 1.491 1.732  0.000
H: 3.471 5.095 -1.797  0.000
V: -0.518 -1.618 -0.893  2.777
C: -1.457 1.457 -2.569  0.008
C: 4.106 -4.497 1.301  0.000
C: -5.330 -2.159 -1.459  0.001
H: -6.231 -2.755 -1.620  0.000
C: 4.367 4.265 1.817  0.000

Net charge: +1
Energy above the lowest of the compared OMol25 structures with the same formula, charge and spin (kcal per mole): 0.00
Kohn-Sham gap (alpha / beta) (eV): 6.71 / 7.94
E (eV): -106670.9739
⟨S²⟩: 3.765
Lowest unoccupied orbital energy (alpha / beta) (eV): -2.4 / -2.4
Spin multiplicity: 4